The following is a DFT calculation (ωB97M-V/def2-TZVPD) of 2 unconnected molecules or ions with the total composition C5H9P in a non-equilibrium geometry.

Cartesian coordinates (Å):
1 C 1.35 1.82 -0.03
2 C -1.96 0.76 0.02
3 C -1.06 -0.30 -0.52
4 C -0.99 0.10 0.96
5 C 1.65 -1.10 0.23
6 P 0.55 0.32 0.02
7 H 2.29 1.84 -0.56
8 H 0.75 2.71 -0.07
9 H -1.82 1.80 -0.26
10 H -2.99 0.48 0.14
11 H -1.85 -2.53 -1.54
12 H -1.19 -0.40 1.88
13 H 1.05 -2.00 0.14
14 H 2.40 -1.08 -0.56
15 H 2.15 -1.05 1.19

Electronic energy   -536.96553 hartree
Frontier orbital gap (alpha / beta)   7.72 / 6.95 eV
HOMO (alpha / beta)   -7.7 / -7.8 eV
LUMO level (alpha / beta)   -0.0003 / -0.0317 Ha

Atom charges from the Mulliken analysis, given in e for atoms 1 to 8: atom 1 (C): -0.999, atom 2 (C): -0.462, atom 3 (C): -0.252, atom 4 (C): -0.332, atom 5 (C): -1.025, atom 6 (P): 0.748, atom 7 (H): 0.277, atom 8 (H): 0.265